# 1
{"formula": "C3H5FS", "method": "ωB97M-V/def2-TZVPD", "species": ["S", "F", "C", "C", "C", "H", "H", "H", "H", "H"], "coordinates": [[3.046239, 0.922394, 0.786499], [-2.372910, -0.379324, 1.229894], [2.421709, -0.514121, 0.279674], [-1.925109, 0.190376, -0.970373], [-1.667173, -0.553254, 0.076822], [-2.858405, 0.539949, -1.071303], [3.332251, -1.029817, 0.009249], [-1.262268, 0.104756, -1.835571], [1.989639, 1.691584, 1.010541], [-0.703972, -0.972544, 0.484565]], "atomic_forces_ev_per_a": [[0.81, -0.29, -0.30], [-1.10, -0.36, -0.25], [-0.65, 0.83, 0.09], [2.88, -2.48, -0.92], [2.53, 0.89, 2.82], [-3.14, 1.85, -0.40], [0.55, -0.63, -0.01], [-0.27, 0.16, 0.34], [-0.77, 0.08, 0.22], [-0.83, -0.05, -1.60]], "largest_force_ev_per_a": 3.9, "energy_ha": -615.1926, "total_charge": 0, "e_above_lowest_kcal_mol": 90.6}

# 2
{"formula": "C3H5FS2", "method": "ωB97M-V/def2-TZVPD", "species": ["S", "S", "F", "C", "C", "C", "H", "H", "H", "H", "H"], "coordinates": [[1.000999, 2.358637, -0.041552], [-0.124441, -1.051494, -1.367471], [-1.509155, -1.718364, 0.901667], [0.405855, -0.400616, 0.235750], [-0.262299, -1.178151, 1.323407], [-0.040686, 1.083418, 0.249446], [-1.442415, -0.845664, -1.098581], [0.534005, -2.080722, 1.516002], [1.451088, -0.541660, 0.034314], [-0.419085, -0.418908, 2.219507], [-1.183343, 1.410039, 0.906499]], "atomic_forces_ev_per_a": [[-1.75, -1.97, 0.14], [-0.98, 0.05, -0.69], [1.28, 0.73, 1.11], [-2.17, 1.75, -1.79], [1.59, -1.33, 1.81], [-0.17, 2.32, 2.48], [0.47, -0.23, -0.47], [-2.46, 1.94, 0.20], [0.76, 0.40, 1.11], [0.11, -2.18, -1.45], [3.33, -1.48, -2.44]], "largest_force_ev_per_a": 4.4, "energy_ha": -1013.4430, "total_charge": 0, "e_above_lowest_kcal_mol": 52.9}

# 3
{"formula": "C3H5FS2", "method": "ωB97M-V/def2-TZVPD", "species": ["S", "S", "F", "C", "C", "C", "H", "H", "H", "H", "H"], "coordinates": [[-0.874370, -1.735600, 0.280776], [-2.853015, 0.445185, 0.553903], [-3.020210, 0.784491, -1.046347], [1.191819, 0.147426, 0.001678], [0.761857, 0.886798, 1.005795], [0.416506, -0.933339, -0.682387], [-0.039743, -0.557855, -1.604299], [2.173926, 0.310474, -0.424532], [1.083655, -1.756557, -0.958961], [-0.210552, 0.742925, 1.446869], [1.370130, 1.666047, 1.427510]], "atomic_forces_ev_per_a": [[-1.66, 1.78, 0.18], [1.69, -1.81, -1.39], [0.09, -0.18, 1.02], [0.11, -0.05, -0.13], [0.03, 0.00, 0.11], [-0.56, 0.24, 0.23], [0.17, -0.12, -0.04], [0.10, 0.16, 0.00], [-0.10, -0.12, -0.05], [-0.08, -0.07, 0.03], [0.21, 0.18, 0.04]], "largest_force_ev_per_a": 2.8, "energy_ha": -1013.4094, "total_charge": 0, "e_above_lowest_kcal_mol": 74.0}

# 4
{"formula": "C3H5FeLiO3", "method": "ωB97M-V/def2-TZVPD", "species": ["Fe", "O", "O", "O", "C", "C", "C", "Li", "H", "H", "H", "H", "H"], "coordinates": [[-2.408952, -1.324382, 0.440919], [-0.244247, -2.367953, 0.848456], [0.458020, -4.048876, 2.152243], [0.221305, -4.356143, -0.046343], [-0.258734, -3.652141, 1.014280], [1.033760, -5.430542, 0.408755], [1.479977, -4.982217, 1.804213], [-0.058950, -1.880962, 2.680908], [-1.566953, -3.440374, 1.635377], [2.442278, -4.456561, 1.818459], [1.469406, -5.800910, 2.534290], [1.870022, -5.547083, -0.289102], [0.440656, -6.355250, 0.435118]], "atomic_forces_ev_per_a": [[0.86, -0.37, 0.32], [1.12, 3.09, -0.99], [0.69, -0.51, 1.18], [-0.42, -0.61, -0.23], [-3.77, 1.81, 2.23], [0.05, -0.22, -0.01], [-0.14, 0.06, 0.05], [-0.08, -0.39, -0.80], [1.65, -2.95, -1.61], [-0.04, -0.31, -0.15], [0.14, 0.21, -0.18], [-0.24, 0.02, 0.14], [0.18, 0.16, 0.06]], "multiplicity": 5, "largest_force_ev_per_a": 4.7, "energy_ha": -1614.1069, "total_charge": 0, "e_above_lowest_kcal_mol": 0.0, "s_squared": 6.02}

# 5
{"formula": "C3H5FeO3", "method": "ωB97M-V/def2-TZVPD", "species": ["Fe", "O", "O", "O", "C", "C", "C", "H", "H", "H", "H", "H"], "coordinates": [[0.986075, 0.211051, -2.291235], [0.417497, 1.715124, -1.211836], [-0.678156, -1.484005, -0.907856], [0.433346, -1.466379, -1.664889], [0.207220, -0.273212, 1.437870], [-0.525397, -1.397774, 0.375032], [-0.278367, 1.804754, -0.167151], [-0.391545, 2.831033, 0.228216], [-0.345236, -0.144171, 2.366080], [0.094964, -2.273294, 0.617833], [-1.215333, 0.777842, -0.180238], [1.294931, -0.300969, 1.398174]], "atomic_forces_ev_per_a": [[0.86, 1.21, -1.71], [-0.39, -0.22, 2.32], [-1.37, 1.01, -2.83], [-0.26, -0.85, 0.79], [-2.04, -4.00, -2.28], [2.92, 0.77, 4.23], [-2.16, -1.45, -4.24], [-0.04, -0.38, 0.91], [-0.29, 0.67, 0.31], [-0.09, -0.60, 1.23], [2.41, 3.06, 1.28], [0.44, 0.79, -0.01]], "multiplicity": 7, "largest_force_ev_per_a": 5.2, "energy_ha": -1604.8895, "total_charge": 3, "e_above_lowest_kcal_mol": 123.6, "s_squared": 12.01}

# 6
{"formula": "C3H5HgMgO3", "method": "ωB97M-V/def2-TZVPD", "species": ["Hg", "Mg", "O", "O", "O", "C", "C", "C", "H", "H", "H", "H", "H"], "coordinates": [[-1.994141, -1.029873, 0.943288], [-1.414435, 2.144830, 2.221683], [-0.929433, 0.781169, 0.783368], [0.120958, -1.160733, -0.373797], [0.651313, -2.809936, 0.974297], [0.975772, -1.744634, 0.486801], [0.514605, 0.108208, -0.937729], [-0.530957, 1.125579, -0.518246], [0.627123, -0.018087, -2.020603], [1.872523, -1.187335, 0.817581], [-0.055459, 2.123661, -0.541647], [-1.306734, 1.191540, -1.300729], [1.468865, 0.475611, -0.534269]], "atomic_forces_ev_per_a": [[-2.83, -2.54, 1.08], [0.08, -0.87, -0.59], [0.92, 3.87, 0.16], [2.02, 0.34, -1.06], [0.99, 1.40, -0.62], [-1.24, -1.96, 1.24], [0.42, 0.19, 0.01], [0.47, 0.66, -0.54], [-0.16, 0.05, 0.23], [-0.21, 0.06, -0.54], [-0.03, -0.26, -0.05], [-0.39, -0.31, 0.63], [-0.02, -0.63, 0.05]], "multiplicity": 2, "largest_force_ev_per_a": 4.0, "energy_ha": -696.4584, "total_charge": 0, "e_above_lowest_kcal_mol": 1.7, "s_squared": 0.77}

# 7
{"formula": "C3H5I", "method": "ωB97M-V/def2-TZVPD", "species": ["I", "C", "C", "C", "H", "H", "H", "H", "H"], "coordinates": [[3.915922, -0.039009, 0.032044], [-0.748730, 0.108507, 0.048908], [1.845834, -0.491082, -0.444526], [0.842010, 0.193838, 0.217765], [-1.171013, 1.110629, 0.375585], [1.936748, -1.305042, -1.212724], [-0.908182, -0.693996, 0.717298], [-1.116851, 0.205300, -0.973911], [1.100623, 0.933368, 0.935848]], "atomic_forces_ev_per_a": [[-0.88, -0.11, -0.05], [2.49, 2.99, -0.28], [-0.75, 0.99, 1.17], [0.30, -1.52, -2.95], [0.61, -1.33, 0.64], [-1.05, 1.09, 0.89], [-1.58, -0.93, 0.17], [0.25, -1.53, -0.10], [0.61, 0.35, 0.51]], "largest_force_ev_per_a": 3.9, "energy_ha": -414.9347, "total_charge": 0, "e_above_lowest_kcal_mol": 24.9}

# 8
{"formula": "C3H5IN", "method": "ωB97M-V/def2-TZVPD", "species": ["I", "N", "C", "C", "C", "H", "H", "H", "H", "H"], "coordinates": [[0.785645, 0.892671, -2.270375], [1.281684, -0.493481, 0.375368], [-2.028248, 1.130585, 0.472089], [0.040329, -0.032627, -0.499322], [-1.059577, 0.572874, 0.039773], [1.083258, -1.432450, 0.641872], [1.530159, 0.029350, 1.194073], [-0.702014, -1.661022, -0.649958], [2.077371, -0.576190, -0.156698], [-3.008606, 1.570289, 0.853177]], "atomic_forces_ev_per_a": [[-0.21, -0.42, 0.42], [-3.17, 0.34, 0.57], [-2.39, 0.88, 0.83], [0.66, -4.55, -1.66], [-0.61, 1.10, 1.52], [-0.40, -0.96, 0.69], [-0.24, 0.89, 0.73], [1.84, 3.37, -0.18], [2.44, 0.16, -2.17], [2.08, -0.80, -0.75]], "largest_force_ev_per_a": 4.9, "energy_ha": -469.2950, "total_charge": 1, "e_above_lowest_kcal_mol": 64.9}